# 1
{"formula": "C15H18O", "method": "ωB97M-V/def2-TZVPD", "symbols": ["C", "C", "C", "C", "C", "C", "O", "C", "C", "H", "H", "H", "H", "H", "H", "H", "H", "H", "H", "C", "C", "C", "C", "C", "C", "C", "H", "H", "H", "H", "H", "H", "H", "H"], "positions_angstrom": [[1.732, 1.164, 2.495], [2.373, 1.828, 1.203], [2.276, 0.799, 0.040], [2.858, -0.470, 0.174], [2.699, -1.439, -0.807], [2.155, -1.070, -2.016], [2.159, -1.987, -3.047], [1.636, 0.207, -2.167], [1.514, 1.106, -1.092], [0.687, 1.012, 2.185], [1.902, 1.934, 3.246], [2.189, 0.188, 2.638], [1.796, 2.728, 0.988], [3.371, 2.254, 1.289], [3.579, -0.583, 0.967], [3.263, -2.378, -0.731], [2.930, -1.953, -3.610], [1.081, 0.536, -3.033], [0.885, 1.977, -0.851], [-0.643, -1.068, -0.178], [-2.080, -0.673, 0.016], [-2.305, 0.677, 0.290], [-3.587, 1.101, 0.708], [-4.690, 0.242, 0.639], [-4.449, -1.024, 0.109], [-3.167, -1.485, -0.148], [-0.125, -1.123, 0.792], [-0.143, -0.377, -0.812], [-0.671, -2.165, -0.303], [-1.488, 1.386, 0.228], [-3.817, 2.174, 0.649], [-5.702, 0.590, 0.824], [-5.288, -1.700, 0.017], [-2.928, -2.410, -0.703]], "mulliken_charge": [-0.870, -1.125, 0.755, -0.449, -0.596, 0.428, -0.541, -0.319, -0.655, 0.149, 0.379, 0.326, 0.414, 0.398, 0.534, 0.396, 0.341, 0.286, 0.259, -0.759, 0.661, -0.274, -0.568, -0.425, -0.487, -0.344, 0.300, -0.130, 0.389, 0.240, 0.265, 0.378, 0.349, 0.299], "charge": 0, "smiles": "CCc1ccc(O)cc1.Cc1ccccc1", "largest_force_ev_per_a": 3.22, "homo_energy_ev": -8.7, "e_lumo_ev": 0.8, "gap_ev": 9.56}

=====

# 2
{"formula": "C45H72O34SSi", "method": "ωB97M-V/def2-TZVPD", "symbols": ["C", "C", "O", "O", "C", "O", "C", "O", "S", "O", "O", "C", "C", "O", "Si", "C", "C", "C", "H", "H", "H", "H", "H", "H", "H", "H", "H", "H", "H", "H", "H", "H", "H", "H", "H", "H", "C", "C", "C", "O", "C", "O", "O", "H", "H", "H", "H", "H", "H", "C", "C", "C", "O", "C", "O", "O", "H", "H", "H", "H", "H", "H", "C", "C", "C", "O", "C", "O", "O", "H", "H", "H", "H", "H", "H", "C", "C", "C", "O", "C", "O", "O", "H", "H", "H", "H", "H", "H", "C", "C", "C", "O", "C", "O", "O", "H", "H", "H", "H", "H", "H", "C", "C", "C", "O", "C", "O", "O", "H", "H", "H", "H", "H", "H", "C", "C", "C", "O", "C", "O", "O", "H", "H", "H", "H", "H", "H", "C", "C", "C", "O", "C", "O", "O", "H", "H", "H", "H", "H", "H", "C", "C", "C", "O", "C", "O", "O", "H", "H", "H", "H", "H", "H"], "positions_angstrom": [[6.652, 1.609, 7.847], [6.679, 0.107, 7.634], [7.322, -0.537, 8.336], [6.011, -0.547, 6.619], [5.119, 0.238, 5.904], [3.995, 0.267, 6.116], [5.740, 1.053, 4.758], [5.218, 2.373, 4.751], [5.822, 3.345, 3.543], [5.420, 2.723, 2.314], [7.451, 3.222, 3.534], [8.039, 3.649, 4.791], [9.077, 2.549, 5.217], [9.648, 2.018, 4.040], [9.956, 0.352, 4.073], [11.551, 0.097, 3.090], [10.196, -0.364, 5.806], [8.597, -0.655, 3.204], [6.290, 1.786, 8.860], [6.059, 2.190, 7.133], [7.675, 1.989, 7.809], [6.829, 1.035, 4.870], [5.525, 0.502, 3.833], [7.267, 3.811, 5.549], [8.607, 4.558, 4.587], [9.872, 3.072, 5.764], [8.543, 1.816, 5.833], [11.350, 0.534, 2.091], [12.303, 0.740, 3.562], [11.839, -0.954, 3.027], [10.622, 0.358, 6.513], [10.850, -1.237, 5.716], [9.262, -0.730, 6.256], [8.313, -1.534, 3.794], [8.929, -0.950, 2.206], [7.686, -0.059, 3.077], [2.448, 2.318, 2.175], [1.773, 1.257, 1.342], [1.743, 1.558, -0.133], [0.551, 0.873, -0.562], [-0.275, 0.807, 0.513], [-1.420, 0.476, 0.465], [0.368, 1.168, 1.646], [2.483, 2.013, 3.223], [3.473, 2.495, 1.835], [1.890, 3.256, 2.137], [2.222, 0.280, 1.540], [2.615, 1.171, -0.655], [1.633, 2.621, -0.359], [-3.757, 2.810, -2.556], [-2.327, 3.136, -2.919], [-1.490, 3.583, -1.753], [-0.525, 4.438, -2.373], [-1.099, 4.934, -3.506], [-0.647, 5.816, -4.157], [-2.259, 4.279, -3.785], [-4.298, 2.440, -3.428], [-3.802, 2.051, -1.775], [-4.282, 3.705, -2.217], [-1.866, 2.289, -3.437], [-1.001, 2.750, -1.253], [-2.049, 4.166, -1.016], [-2.717, -0.371, -5.632], [-3.867, -1.129, -5.014], [-4.559, -2.073, -5.961], [-5.895, -2.104, -5.438], [-6.100, -0.930, -4.796], [-7.160, -0.549, -4.410], [-4.938, -0.241, -4.652], [-2.226, 0.252, -4.883], [-1.977, -1.054, -6.051], [-3.070, 0.299, -6.418], [-3.534, -1.645, -4.108], [-4.122, -3.069, -5.955], [-4.594, -1.706, -6.990], [-1.628, 0.211, 3.905], [-2.886, 0.901, 4.375], [-2.649, 1.990, 5.390], [-3.868, 1.978, 6.140], [-4.389, 0.723, 6.047], [-5.294, 0.319, 6.698], [-3.729, -0.004, 5.102], [-1.862, -0.525, 3.137], [-0.922, 0.925, 3.491], [-1.152, -0.330, 4.725], [-3.455, 1.273, 3.517], [-2.489, 2.964, 4.931], [-1.819, 1.773, 6.068], [-9.308, 0.382, -5.930], [-9.973, 1.373, -6.857], [-11.091, 0.792, -7.684], [-11.061, 1.609, -8.859], [-9.789, 2.076, -8.992], [-9.373, 2.626, -9.958], [-9.062, 1.823, -7.873], [-8.554, 0.875, -5.326], [-10.036, -0.080, -5.263], [-8.795, -0.398, -6.495], [-10.311, 2.248, -6.294], [-12.058, 0.864, -7.191], [-10.915, -0.246, -7.978], [-4.367, -1.943, 2.750], [-3.919, -2.466, 1.404], [-4.254, -1.556, 0.249], [-4.390, -2.481, -0.838], [-4.752, -3.677, -0.307], [-5.128, -4.611, -0.939], [-4.627, -3.665, 1.046], [-4.047, -2.617, 3.545], [-3.949, -0.962, 2.941], [-5.455, -1.886, 2.808], [-2.851, -2.700, 1.428], [-3.466, -0.834, 0.044], [-5.202, -1.027, 0.378], [15.325, 3.814, 2.360], [14.647, 2.717, 1.574], [14.608, 2.955, 0.086], [13.421, 2.258, -0.302], [12.597, 2.231, 0.777], [11.457, 1.895, 0.744], [13.249, 2.642, 1.894], [15.366, 3.554, 3.418], [16.343, 3.978, 2.004], [14.765, 4.748, 2.286], [15.099, 1.750, 1.810], [15.478, 2.549, -0.427], [14.496, 4.010, -0.179], [-9.239, -3.626, -10.919], [-8.306, -3.342, -9.766], [-8.480, -1.976, -9.152], [-7.168, -1.696, -8.656], [-6.291, -2.398, -9.419], [-5.112, -2.246, -9.397], [-6.940, -3.292, -10.208], [-9.098, -4.646, -11.279], [-10.281, -3.507, -10.618], [-9.031, -2.962, -11.759], [-8.387, -4.129, -9.011], [-9.206, -1.971, -8.341], [-8.750, -1.206, -9.881], [-7.356, -6.092, 1.763], [-6.164, -6.549, 2.568], [-6.258, -7.974, 3.047], [-5.481, -7.942, 4.249], [-5.528, -6.667, 4.726], [-5.149, -6.337, 5.801], [-6.069, -5.826, 3.805], [-7.200, -5.075, 1.401], [-7.523, -6.742, 0.904], [-8.256, -6.074, 2.380], [-5.243, -6.377, 2.004], [-5.837, -8.683, 2.337], [-7.277, -8.280, 3.297]], "mulliken_charge": [-0.683, 0.656, -0.468, -0.330, 0.034, -0.422, 0.954, -0.351, 0.401, -0.508, -0.193, -0.585, 0.038, -0.353, 0.612, -0.938, -1.071, -0.950, 0.356, 0.188, 0.253, -0.769, 0.619, 0.303, 0.426, 0.378, -0.278, 0.165, 0.195, 0.381, 0.295, 0.424, 0.280, 0.330, 0.432, 0.105, -1.411, 0.411, -0.475, -0.336, 0.555, -0.502, -0.160, 0.380, 0.494, 0.298, 0.142, 0.372, 0.317, -1.287, 0.765, 0.142, -0.349, 0.621, -0.536, -0.377, 0.309, 0.250, 0.397, -0.023, -0.284, 0.290, -1.272, 0.639, -0.394, -0.322, 0.602, -0.591, -0.273, 0.095, 0.409, 0.371, 0.136, 0.382, 0.229, -0.983, 0.449, -0.431, -0.350, 0.540, -0.524, -0.258, 0.061, 0.324, 0.368, 0.248, 0.331, 0.301, -1.153, 0.545, -0.341, -0.359, 0.659, -0.537, -0.350, 0.388, 0.364, 0.072, 0.278, 0.340, 0.164, -1.310, 0.696, -0.191, -0.305, 0.526, -0.550, -0.251, 0.410, -0.018, 0.364, 0.192, 0.095, 0.295, -1.502, 0.555, -0.538, -0.338, 0.644, -0.560, -0.265, 0.368, 0.387, 0.360, 0.256, 0.315, 0.318, -1.506, 0.559, -0.367, -0.203, 0.555, -0.550, -0.371, 0.368, 0.374, 0.372, 0.272, 0.182, 0.272, -1.395, 0.641, -0.419, -0.335, 0.617, -0.532, -0.350, 0.245, 0.359, 0.404, 0.150, 0.321, 0.296], "charge": 0, "largest_force_ev_per_a": 4.50, "homo_energy_ev": -10.2, "e_lumo_ev": 0.1, "gap_ev": 10.34}

=====

# 3
{"formula": "C2H5NO2", "method": "ωB97M-V/def2-TZVPD", "symbols": ["C", "C", "N", "O", "O", "H", "H", "H", "H", "H"], "positions_angstrom": [[1.179, 0.872, -0.091], [-1.270, -0.420, -0.026], [0.446, 0.263, -1.081], [1.336, -0.510, -0.399], [-0.826, -1.027, 1.100], [2.020, 1.518, -0.463], [0.573, 1.155, 0.909], [-1.755, -0.956, -0.743], [-1.719, 0.527, 0.042], [0.016, -1.423, 0.751]], "mulliken_charge": [0.061, -0.374, -0.386, -0.369, -0.426, 0.256, 0.199, 0.300, 0.342, 0.398], "charge": 0, "largest_force_ev_per_a": 5.33, "homo_energy_ev": -8.7, "e_lumo_ev": 1.0, "gap_ev": 9.69}

=====

# 4
{"formula": "C2H4FOP", "method": "ωB97M-V/def2-TZVPD", "symbols": ["C", "C", "O", "F", "P", "H", "H", "H", "H"], "positions_angstrom": [[0.050, 1.188, -0.666], [0.504, -0.234, -0.427], [0.607, 2.107, -0.045], [-1.610, 2.976, -1.581], [-1.313, 1.419, -1.835], [-0.173, -0.826, -1.188], [1.573, -0.146, -0.455], [0.118, -0.539, 0.559], [-2.304, 0.285, 0.401]], "mulliken_charge": [0.386, -0.782, -0.524, -0.218, 0.223, 0.286, 0.317, 0.278, 0.034], "charge": 0, "largest_force_ev_per_a": 3.41, "homo_energy_ev": [-8.8, -9.5], "e_lumo_ev": [0.6, -2.6], "gap_ev": [9.42, 6.91], "multiplicity": 3}

=====

What is the formula in the third record? C2H5NO2